# 1
C39H49BeGe2N4O2P as an isolated structure, computed with ωB97M-V with the def2-TZVPD basis set.

Atoms and positions in Å:
Be: -1.220213 -0.680517 0.529811
C: 10.472962 3.287106 5.364844
O: 9.280763 4.031848 5.197715
C: 8.219390 3.468049 4.620283
C: 7.093297 4.292762 4.441385
C: 5.955673 3.802765 3.854683
C: 5.880183 2.465665 3.433899
C: 7.001403 1.647127 3.617987
C: 8.153611 2.137706 4.187224
C: 4.692319 1.924126 2.841531
N: 4.447040 0.636117 2.652885
C: 3.216685 0.555806 2.117237
C: 2.677305 1.849375 1.945257
N: 3.632686 2.693126 2.422516
C: 1.385628 2.087579 1.443016
C: 0.754894 3.338776 1.328883
C: -0.563261 3.374316 0.939988
C: -1.224277 2.186013 0.622876
N: -0.647081 0.997540 0.671077
C: 0.626577 0.934519 1.098218
C: 1.134767 -0.370873 1.311444
N: 0.249636 -1.369425 1.117143
C: 0.630822 -2.607321 1.383605
C: 1.911745 -2.926126 1.833352
C: 2.822693 -1.916816 2.068288
C: 2.435334 -0.594922 1.818708
H: 11.186044 3.976078 5.813425
H: 10.860892 2.941376 4.402921
H: 10.321596 2.434613 6.032627
H: 7.149630 5.317904 4.770223
H: 5.104996 4.458910 3.743439
H: 6.943580 0.621966 3.292305
H: 9.008282 1.490976 4.296809
H: 3.595224 3.697047 2.448084
H: 1.285561 4.244341 1.582937
H: -1.103219 4.306288 0.899622
H: -2.262448 2.208012 0.348068
H: -0.122388 -3.372283 1.267880
H: 2.178110 -3.955769 2.012152
H: 3.802389 -2.106654 2.478849
C: -4.363145 -3.649042 0.104507
C: -2.870125 -3.910758 0.069329
Ge: -1.782367 -2.708570 -1.164648
C: -0.240928 -3.951439 -1.639959
C: 0.925601 -3.300504 -2.357698
C: -2.730910 -2.704142 -2.904437
C: -2.660790 -1.571655 -3.611294
Ge: -1.806685 -0.108856 -2.489627
C: -3.100689 1.392846 -1.965866
C: -4.268976 1.534827 -2.927029
C: 0.077244 0.611465 -2.837357
C: 0.208725 1.572020 -4.009690
C: -3.096726 -1.340141 -4.981438
C: -2.771473 -0.145672 -5.626149
C: -3.140139 0.088573 -6.936626
C: -3.839720 -0.881683 -7.635612
C: -4.180605 -2.071358 -7.010963
C: -3.817188 -2.302402 -5.698114
H: -4.887782 -4.462901 0.606402
H: -4.773611 -3.566418 -0.900844
H: -4.575774 -2.729021 0.644217
H: -2.697481 -4.917067 -0.310122
H: -2.456971 -3.862823 1.075599
H: -0.708279 -4.679503 -2.303654
H: 0.122415 -4.505332 -0.775355
H: 0.574023 -2.689667 -3.186905
H: 1.596567 -4.053308 -2.763171
H: 1.497963 -2.674093 -1.677409
H: -3.159917 -3.606471 -3.320789
H: -2.526587 2.319668 -1.936752
H: -3.475657 1.179738 -0.963871
H: -3.934092 1.888715 -3.897858
H: -4.991002 2.252312 -2.541264
H: -4.780746 0.585532 -3.071789
H: 0.735090 -0.243488 -2.984514
H: 0.375527 1.109394 -1.913786
H: 0.048052 1.062319 -4.956986
H: 1.219183 1.978072 -4.022564
H: -0.490933 2.403964 -3.933660
H: -2.208741 0.601965 -5.073014
H: -2.883609 1.021009 -7.416904
H: -4.123082 -0.703387 -8.659273
H: -4.731095 -2.824634 -7.553633
H: -4.103780 -3.233583 -5.234900
C: -3.541325 0.990455 3.128821
P: -3.758255 -0.542632 2.171383
C: -5.178822 -0.281820 1.057004
C: -4.032387 -1.872328 3.373743
O: -2.513431 -0.838436 1.350544
H: -4.378394 1.114725 3.809993
H: -3.495001 1.852941 2.468033
H: -2.620427 0.935613 3.703664
H: -5.378389 0.782867 0.962798
H: -6.068023 -0.766217 1.452848
H: -4.952946 -0.691135 0.074232
H: -4.969152 -1.690720 3.895580
H: -3.218507 -1.855939 4.096796
H: -4.064555 -2.849005 2.896832

Atoms 1-6, force components in eV/Å:
Be -0.287 0.150 -0.078
C 0.302 -0.173 0.037
O -0.215 0.318 0.006
C -0.496 -0.184 -0.272
C 0.338 -0.007 0.085
C 0.002 -0.383 -0.089

The value obtained for the electronic energy is -174007.4762 eV. Its HOMO energy is -11.83 eV. The LUMO energy is -6.00 eV. The largest force on an atom is 1.5 eV/Å. As for the multiplicity: 1. Its charge is +2.


# 2
C39H49BiGeN6O3S2 as an isolated structure, computed with ωB97M-V with the def2-TZVPD basis set.

Atoms and positions in Å:
Bi: 0.606382 -0.349642 0.588426
C: -2.314687 0.442328 -3.982112
C: -1.870754 -0.730111 -3.120036
C: -0.616440 -1.362965 -3.707654
C: -2.991196 -1.752140 -2.984201
O: -1.510735 -0.259308 -1.805882
Ge: -2.529367 0.807251 -0.788356
O: -2.725907 -0.228292 0.673588
C: -3.963607 -0.377294 1.385534
C: -4.402695 0.984234 1.910181
C: -5.019950 -0.964434 0.457890
C: -3.671527 -1.349051 2.541210
O: -1.396365 2.043428 -0.166302
C: -1.377714 3.410078 -0.618457
C: -0.249962 4.072728 0.156441
C: -2.709848 4.063279 -0.273654
C: -1.118207 3.453879 -2.118689
H: -2.507175 0.108379 -5.000738
H: -1.537257 1.204492 -4.010264
H: -3.234625 0.889358 -3.602490
H: -0.845789 -1.831677 -4.664455
H: -0.226024 -2.126563 -3.038996
H: 0.158214 -0.613059 -3.854279
H: -3.260074 -2.158868 -3.958938
H: -3.882614 -1.294068 -2.552463
H: -2.678488 -2.570785 -2.340205
H: -4.679811 1.646791 1.088197
H: -3.592337 1.455832 2.467148
H: -5.269103 0.884559 2.562674
H: -5.248169 -0.281057 -0.363000
H: -5.945726 -1.148414 1.003070
H: -4.671209 -1.908044 0.040864
H: -2.607033 -1.581169 2.561977
H: -4.213661 -2.286378 2.427981
H: -3.945471 -0.924364 3.506019
H: -0.435113 4.000967 1.227826
H: -0.168998 5.124179 -0.116369
H: 0.690162 3.575026 -0.060150
H: -2.909934 3.977034 0.792641
H: -3.528717 3.593636 -0.821935
H: -2.696683 5.120193 -0.540747
H: -0.266483 2.821555 -2.367931
H: -0.919932 4.475665 -2.440812
H: -1.987587 3.095086 -2.674055
C: 1.680390 -1.995749 4.941418
C: 0.928439 -1.705320 3.792639
N: 1.465461 -1.570527 2.606163
C: 2.801305 -1.761626 2.452709
C: 3.640870 -2.024190 3.549156
C: 3.035914 -2.127985 4.819263
C: 5.027964 -2.205626 3.325459
C: 5.514318 -2.144536 2.053886
C: 4.667109 -1.899965 0.950844
C: 3.319378 -1.714343 1.119540
N: 2.391210 -1.536126 0.096618
C: 2.198066 -2.582696 -0.810624
C: 3.125146 -2.972855 -1.742565
C: 2.907741 -4.091318 -2.573836
C: 1.762116 -4.824687 -2.488511
C: 0.761946 -4.446252 -1.561979
C: -0.447912 -5.154193 -1.393637
C: -1.371921 -4.717866 -0.488672
C: -1.101228 -3.541620 0.233150
N: 0.018310 -2.876998 0.117740
C: 0.969008 -3.316093 -0.747577
H: 1.184940 -2.092174 5.894973
H: -0.141688 -1.562827 3.862172
H: 3.653863 -2.317436 5.686396
H: 5.680076 -2.395444 4.165819
H: 6.570934 -2.284348 1.875528
H: 5.090881 -1.862102 -0.039865
H: 4.036854 -2.405781 -1.845711
H: 3.669534 -4.364411 -3.289065
H: 1.601408 -5.686959 -3.119129
H: -0.629933 -6.037124 -1.990707
H: -2.303732 -5.240586 -0.335042
H: -1.839279 -3.134319 0.913249
S: 2.211775 1.445947 1.656611
C: 0.974943 1.790925 2.854828
C: 1.106561 2.807261 3.802091
C: 0.117425 2.958083 4.749103
C: -0.983656 2.106063 4.734430
C: -1.042811 1.144563 3.748177
N: -0.092456 0.992374 2.829599
H: 1.976110 3.447494 3.786014
H: 0.199430 3.731633 5.499009
H: -1.772922 2.191930 5.465658
H: -1.885745 0.471933 3.670958
C: 2.632133 2.533318 -4.531454
N: 2.859752 3.009957 -3.183895
C: 3.430995 4.219775 -2.838407
C: 3.446592 4.285876 -1.491226
N: 2.888566 3.113487 -1.031855
C: 2.518942 2.329718 -2.064394
S: 1.791892 0.806834 -2.028739
H: 3.283522 3.081790 -5.207608
H: 1.590898 2.684078 -4.817523
H: 2.860477 1.470576 -4.577611
H: 3.778946 4.912025 -3.579886
H: 3.802989 5.049362 -0.829097
H: 2.710374 2.856810 -0.063083

Atoms 1-6, force components in eV/Å:
Bi 0.637 -0.157 0.087
C 0.095 -0.051 -0.117
C -0.081 0.011 0.032
C -0.073 0.028 0.029
C 0.064 0.013 -0.073
O 0.051 0.168 0.153

The value obtained for the electronic energy is -140346.2861 eV. Its HOMO energy (spin up / spin down) is -9.77 / -9.77 eV. The LUMO energy (spin up / spin down) is -2.19 / -3.85 eV. The largest force on an atom is 0.7 eV/Å. As for the multiplicity: 2. Its energy relative to the best compared isomer or geometry (same formula, charge and spin) is 0.0 kJ/mol. Its charge is +1.


# 3
A 3-piece molecular cluster, C39H49F5N2O3PSi overall, computed with ωB97M-V with the def2-TZVPD basis set.

Atoms and positions in Å:
C: -5.348479 3.117033 1.748736
C: -4.837406 1.725929 2.222083
C: -3.441887 1.828077 2.837859
C: -5.017543 0.621896 1.111198
C: -3.742043 -0.136653 0.799803
C: -3.287465 -1.243660 1.531875
C: -4.160744 -1.616124 2.717380
C: -5.201096 -2.709606 2.377262
F: -3.401254 -1.955428 3.823015
C: -2.103457 -1.921813 1.149284
C: -1.625609 -3.144206 1.942313
F: -0.944426 -3.994413 1.128448
F: -2.716598 -3.870365 2.316247
C: -0.807764 -2.813325 3.204364
C: 0.728546 -2.738829 3.034748
Si: 1.433489 -0.972372 2.835965
C: 2.374016 -0.510730 4.408724
C: 0.076729 0.334127 2.605756
C: 2.604761 -0.854556 1.365779
C: 2.826226 0.412339 0.820953
C: 3.653660 0.620283 -0.268955
C: 4.312932 -0.469118 -0.834140
C: 4.112838 -1.733543 -0.304979
C: 3.283499 -1.933771 0.785003
C: -1.393269 -1.436807 0.049028
P: 0.183982 -2.211177 -0.615197
O: -0.141727 -3.076243 -1.769778
N: -1.842110 -0.364287 -0.639502
C: -1.176394 0.172565 -1.846486
C: -1.953946 -0.192525 -3.137114
C: -2.550872 -1.616215 -3.152956
C: -4.033572 -1.642237 -3.529795
O: -4.792064 -0.656447 -2.796839
C: -2.977221 0.247654 -0.276040
O: -3.392246 1.302865 -1.077092
C: -2.970378 2.473270 -0.655502
N: -2.499277 3.497308 -0.433514
H: -5.620632 3.081076 0.693669
H: -6.181565 3.471596 2.346982
H: -4.528668 3.832899 1.814171
H: -5.499322 1.426064 3.038008
H: -3.466683 2.644670 3.561984
H: -2.653544 2.078810 2.125983
H: -3.152395 0.937962 3.400122
H: -5.736300 -0.110372 1.466811
H: -5.416489 1.040369 0.192331
H: -4.725937 -0.750925 3.052395
H: -5.266446 -3.433504 3.182532
H: -6.157976 -2.240586 2.155543
H: -4.894722 -3.224668 1.467278
H: -1.160366 -1.900863 3.671432
H: -1.024142 -3.617910 3.907709
H: 1.162573 -3.110125 3.965448
H: 1.113456 -3.396085 2.258623
H: 2.324111 0.560846 4.597311
H: 1.997959 -1.064735 5.271146
H: 3.422649 -0.795513 4.295158
H: 0.236813 0.927135 1.701337
H: -0.938504 -0.059492 2.539686
H: 0.088352 1.026300 3.449492
H: 2.340131 1.280045 1.259123
H: 3.800189 1.610938 -0.675846
H: 4.963205 -0.295602 -1.681775
H: 4.625769 -2.565503 -0.774782
H: 3.141299 -2.918855 1.217684
H: 0.785604 -2.912771 0.419201
H: 1.051908 -1.158064 -0.948533
H: -0.149717 -0.146448 -1.953600
H: -1.140077 1.258268 -1.785919
H: -2.722605 0.562655 -3.283883
H: -1.281669 -0.090703 -3.988086
H: -2.395170 -2.178022 -2.235104
H: -2.026118 -2.178414 -3.927424
H: -4.179927 -1.473413 -4.598340
H: -4.473302 -2.606065 -3.279288
H: -4.891104 0.103574 -3.374865
F: 6.910210 0.168931 -3.170928
C: 6.869066 -0.620702 -4.267685
C: 6.714150 -1.982254 -4.103753
C: 6.667780 -2.789577 -5.231447
C: 6.783809 -2.229016 -6.496062
C: 6.942795 -0.856764 -6.635306
C: 6.982496 -0.040349 -5.514213
H: 6.635727 -2.399334 -3.108014
H: 6.543060 -3.858301 -5.121415
H: 6.752054 -2.862065 -7.372471
H: 7.038401 -0.419237 -7.619722
H: 7.100501 1.031592 -5.600568
F: 2.745495 3.846877 2.877381
C: 2.516998 4.457237 1.696000
C: 1.519828 5.408294 1.613128
C: 1.289897 6.030108 0.393994
C: 2.047083 5.689964 -0.719588
C: 3.041727 4.727290 -0.614034
C: 3.285278 4.107720 0.603703
H: 0.937483 5.655015 2.490997
H: 0.517645 6.782967 0.314013
H: 1.862258 6.176549 -1.667800
H: 3.631322 4.458536 -1.480887
H: 4.062468 3.363055 0.713032

Atoms 1-6, force components in eV/Å:
C 0.772 -0.419 -0.259
C -0.486 0.134 -0.010
C -0.099 0.208 0.209
C 0.576 -0.157 0.512
C -0.101 -0.086 -0.320
C 0.046 0.065 0.220

The value obtained for the electronic energy is -81107.4063 eV. Its HOMO energy is -10.90 eV. The LUMO energy is -4.35 eV. The largest force on an atom is 1.6 eV/Å. As for the multiplicity: 1. Its energy relative to the best compared isomer or geometry (same formula, charge and spin) is 0.0 kJ/mol. Its charge is +1.